This record from the Open Molecules 2025 dataset describes C32H44N7O5SeV as an isolated structure. The level of theory is ωB97M-V/def2-TZVPD.

The highest occupied orbital energy (alpha / beta) comes out at -2.934 / -2.347 eV. As for the spin multiplicity: 2. The charge is -1. Its calculated total energy is -145603.916 eV. The orbital gap (alpha / beta) comes out at 0.1948 / 0.1732 Ha. The calculation puts the molar mass at 736.65 g/mol. The value obtained for the energy above the lowest of the compared OMol25 structures with the same formula, charge and spin is 0.000 eV.

CARTESIAN COORDINATES (ANGSTROEM)
Se1 2.04256 1.42665 -1.70961
V1 1.03061 0.75647 0.73054
O1 1.02632 3.09939 0.62292
O2 5.20024 0.59581 1.62640
O3 3.00495 0.53456 1.21172
O4 -0.25612 1.08343 4.78432
O5 0.24337 0.74067 2.63723
N1 -2.80360 0.36901 -1.44858
N2 0.56059 -3.50229 -0.69696
N3 2.32022 -2.08675 -1.12165
N4 -1.18199 0.50507 0.27665
N5 0.77721 -1.45352 0.51081
N6 2.43195 2.42187 2.97219
N7 -1.72132 2.36320 -1.00678
C1 0.84836 1.92198 -4.29801
C2 1.81301 3.70127 2.80659
C3 -1.88294 1.04903 -0.69227
C4 0.01303 -0.01184 -3.17091
C5 1.95334 1.60883 4.05803
C6 -1.31099 -1.44838 1.84684
C7 1.20043 -2.31132 -0.38184
C8 -3.17335 0.06297 1.52640
C9 1.73687 4.09239 1.34197
C10 -0.82987 -0.27497 -4.24160
C11 4.04943 1.01905 1.74707
C12 -1.49734 -3.15651 3.61236
C13 -0.84753 0.56561 -5.34736
C14 -3.92581 -0.61377 2.49878
C15 0.00256 1.66665 -5.36654
C16 -1.75109 3.35262 0.05548
C17 0.86645 1.09202 -3.17154
C18 2.38771 -2.39052 -2.53245
C19 -1.89602 -0.32244 1.17556
C20 3.81481 2.26469 2.62505
C21 -0.82797 -3.78928 -0.41724
C22 3.57849 -1.66466 -0.53061
C23 1.35161 -4.69782 -0.90544
C24 -2.77833 -1.06840 -1.53406
C25 -2.06379 -2.09201 2.86439
C26 -0.00458 -1.96403 1.56995
C27 -4.07173 0.97034 -1.79879
C28 -3.38133 -1.66935 3.16278
C29 -1.85895 2.88006 -2.34996
C30 0.51693 1.11167 3.82762
C31 -0.22219 -3.56790 3.37511
C32 0.52208 -2.96767 2.34387
H1 1.21938 5.05728 1.25653
H2 0.00576 2.33202 -6.22261
H3 2.58464 0.71786 4.11637
H4 -3.58205 0.96556 1.08572
H5 2.73818 4.21466 0.91807
H6 3.46761 -1.51676 0.53610
H7 1.99334 2.11338 5.03456
H8 1.34349 3.03673 -0.30410
H9 -1.86282 2.06541 -3.07031
H10 -3.92574 -2.17952 3.94807
H11 2.73227 -1.49877 -3.06337
H12 -4.25870 0.90072 -2.87455
H13 0.22412 -4.35477 3.97104
H14 1.08831 -5.18771 -1.84841
H15 -3.36528 -1.54289 -0.73843
H16 -2.77466 3.47445 -2.46779
H17 -1.47810 -1.14449 -4.21431
H18 2.31374 4.52114 3.35824
H19 1.53776 -3.28924 2.14370
H20 -4.92003 -0.26034 2.74445
H21 -1.50629 2.88244 1.00412
H22 -4.88042 0.45400 -1.26797
H23 2.41005 -4.45606 -0.92081
H24 -4.09111 2.01673 -1.50648
H25 3.91394 -0.71742 -0.94998
H26 -1.38724 -2.88054 -0.24495
H27 0.79327 3.63404 3.19627
H28 -1.50550 0.36271 -6.18343
H29 -2.75107 3.80741 0.10747
H30 4.47800 2.19853 3.49833
H31 0.02334 -0.65776 -2.30062
H32 -1.02011 4.13552 -0.13507
H33 -0.93883 -4.41660 0.47437
H34 3.09029 -3.20879 -2.73814
H35 1.40688 -2.66252 -2.91509
H36 4.33045 -2.43971 -0.73138
H37 1.17061 -5.40746 -0.08891
H38 4.15957 3.12187 2.04140
H39 -2.09295 -3.60743 4.39696
H40 -1.26074 -4.31572 -1.27464
H41 -3.18278 -1.36857 -2.50351
H42 -1.00336 3.52290 -2.56843
H43 1.50630 2.78265 -4.32032
H44 -1.74983 -1.40678 -1.46661

Electronic structure analysis, Mulliken charges in units of e: number 1, Se, carries -0.16; number 2, V, carries 1.39; number 3, O, carries 0.07; number 4, O, carries -0.81; number 5, O, carries -0.31; number 6, O, carries -0.81; number 7, O, carries -0.03; number 8, N, carries 1.09; number 9, N, carries 0.55; number 10, N, carries 1.08; number 11, N, carries 1.35; number 12, N, carries 1.61; number 13, N, carries 0.74; number 14, N, carries 1.47; number 15, C, carries -0.91; number 16, C, carries -1.12; number 17, C, carries -1.90; number 18, C, carries 1.18; number 19, C, carries -0.84; number 20, C, carries 0.18; number 21, C, carries -1.19; number 22, C, carries -0.06; number 23, C, carries -0.58; number 24, C, carries -0.51; number 25, C, carries 0.41; number 26, C, carries -0.97; number 27, C, carries -0.78; number 28, C, carries -1.31; number 29, C, carries -0.57; number 30, C, carries -1.35; number 31, C, carries -0.05; number 32, C, carries -1.31; number 33, C, carries -0.14; number 34, C, carries -1.04; number 35, C, carries -1.13; number 36, C, carries -1.30; number 37, C, carries -1.28; number 38, C, carries -1.29; number 39, C, carries 1.43; number 40, C, carries -0.57; number 41, C, carries -1.31; number 42, C, carries -1.06; number 43, C, carries -1.15; number 44, C, carries 0.12; number 45, C, carries -1.25; number 46, C, carries -0.47; number 47, H, carries 0.40; number 48, H, carries 0.37; number 49, H, carries 0.43; number 50, H, carries 0.53; number 51, H, carries 0.35; number 52, H, carries 0.25; number 53, H, carries 0.20; number 54, H, carries -0.17; number 55, H, carries 0.26; number 56, H, carries 0.38; number 57, H, carries 0.36; number 58, H, carries 0.29; number 59, H, carries 0.34; number 60, H, carries 0.32; number 61, H, carries 0.24; number 62, H, carries 0.38; number 63, H, carries 0.39; number 64, H, carries 0.31; number 65, H, carries 0.60; number 66, H, carries 0.36; number 67, H, carries 0.23; number 68, H, carries 0.37; number 69, H, carries 0.38; number 70, H, carries 0.43; number 71, H, carries 0.30; number 72, H, carries 0.22; number 73, H, carries 0.43; number 74, H, carries 0.39; number 75, H, carries 0.22; number 76, H, carries 0.35; number 77, H, carries -0.49; number 78, H, carries 0.33; number 79, H, carries 0.37; number 80, H, carries 0.37; number 81, H, carries 0.34; number 82, H, carries 0.35; number 83, H, carries 0.35; number 84, H, carries 0.25; number 85, H, carries 0.38; number 86, H, carries 0.38; number 87, H, carries 0.53; number 88, H, carries 0.28; number 89, H, carries 0.42; number 90, H, carries 0.15